(1)
Density functional theory data (ωB97M-V/def2-TZVPD) for a structure of composition C17H30N5O4SY.

Each line ends with the Löwdin charge.
Element x y z (Å)
Y 0.9065 -0.0528 1.4590  1.277
O 4.0961 2.3220 2.8770  0.009
C 3.1427 2.0146 2.1369  -0.581
O 2.9932 0.8981 1.5599  -0.135
C 2.0294 3.0288 1.9574  -0.179
C 2.2857 4.3793 2.1168  0.007
C 1.2361 5.2724 1.9839  -0.042
C -0.0320 4.7745 1.7379  -0.042
C -0.1998 3.4057 1.6102  -0.160
N 0.8107 2.5366 1.6941  0.042
H 3.2925 4.6960 2.3464  0.121
H 1.4022 6.3370 2.0839  0.112
H -0.8874 5.4281 1.6427  0.110
H -1.1818 2.9926 1.4234  0.034
N 4.3472 -0.2574 3.5469  0.173
C 3.3240 -0.2598 4.6565  -0.052
C 2.2071 -1.2685 4.3067  -0.662
O 2.3121 -2.4010 4.7354  0.062
O 1.3051 -0.7748 3.5467  -0.181
H 4.5516 0.7382 3.2521  0.100
H 3.9615 -0.6746 2.6928  0.143
H 5.1914 -0.7572 3.8093  0.162
H 2.9439 0.7559 4.7331  0.120
H 3.8165 -0.5553 5.5774  0.125
C 1.5516 -3.5698 -0.8594  -0.090
C 0.5951 -2.3690 -0.9184  -0.807
C -0.8272 -2.8596 -0.5839  -0.089
C 0.5805 -1.8318 -2.3552  -0.092
N 0.9792 -1.3470 0.0028  -0.288
H 1.2590 -4.3668 -1.5512  0.067
H 1.5680 -3.9721 0.1551  0.067
H 2.5627 -3.2423 -1.1090  0.065
H -1.1753 -3.6407 -1.2708  0.072
H -1.5154 -2.0092 -0.6327  0.036
H -0.8466 -3.2574 0.4330  0.073
H 0.2293 -2.5789 -3.0756  0.070
H 1.5868 -1.5138 -2.6387  0.074
H -0.0722 -0.9616 -2.3955  0.035
C -1.9706 -0.6982 -4.7398  -0.082
C -2.2289 0.7466 -4.3289  -0.235
N -1.7519 1.1060 -3.0006  -0.013
C -2.3161 0.7682 -1.8252  -0.814
S -1.5923 1.2693 -0.3819  0.646
N -3.4728 0.0955 -1.8733  0.010
C -4.2217 -0.3894 -0.7244  -0.259
C -4.5901 -1.8521 -0.9011  -0.078
H -2.3764 -0.8775 -5.7361  0.076
H -2.4267 -1.4075 -4.0483  0.069
H -0.9040 -0.9071 -4.7534  0.067
H -3.2939 0.9903 -4.3977  0.112
H -1.7321 1.4218 -5.0250  0.118
H -0.8340 1.5100 -2.9058  0.120
H -3.8396 -0.1466 -2.7787  0.118
H -5.1194 0.2217 -0.5960  0.117
H -3.5940 -0.2411 0.1509  0.063
H -5.2098 -2.0014 -1.7882  0.073
H -5.1605 -2.1986 -0.0398  0.077
H -3.6949 -2.4682 -0.9936  0.058

Output
- HOMO energy: -5.85 eV
- LUMO energy: 0.1 eV
- Kohn-Sham gap: 5.9 eV
- Calculated total energy: -1677.14383 Ha

(2)
Density functional theory data (ωB97M-V/def2-TZVPD) for a cluster of 2 separate species, C2H8N2O2 in total.

Each line ends with the Löwdin spin population.
Element x y z (Å)
N 0.5650 -1.6880 1.4270  0.031
C 1.3001 -0.7954 0.4686  0.052
N 0.8025 -0.1181 -0.7130  0.321
H -0.0576 -2.2014 0.8147  0.001
H -0.1430 -1.0025 1.8136  0.003
H 2.0744 -1.4702 0.2548  0.029
H 1.6501 0.0713 1.0048  0.000
H 0.9002 -0.8284 -1.4726  0.001
H 1.3249 0.7133 -0.9253  0.004
O -1.7614 1.5857 -1.9735  0.516
C -1.9220 1.7496 -0.6676  0.009
O -1.6619 0.8342 0.2655  0.015
H -2.1972 2.6824 -0.3193  0.016
H -0.8741 0.4675 0.0225  0.002

Output
- Total charge: +1
- HOMO energy (spin up / spin down): -15.50 / -14.86 eV
- LUMO energy (spin up / spin down): -5.0 / -10.2 eV
- Expectation value of S²: 0.764
- Spin multiplicity: 2
- Kohn-Sham gap (spin up / spin down): 10.5 / 4.7 eV
- Calculated total energy: -340.56093 Ha

(3)
Density functional theory data (ωB97M-V/def2-TZVPD) for a structure of composition C24H33Cl2N4PtS2Se.

Each line ends with the Löwdin charge.
Element x y z (Å)
Pt -0.2636 0.6945 0.3773  0.192
Cl 0.2493 0.8177 3.2165  0.682
C 0.2679 2.5493 3.3688  -0.646
C 0.4129 3.0371 4.6568  -0.110
C 0.4355 4.4035 4.8711  -0.061
C 0.3144 5.2732 3.8014  -0.103
C 0.1704 4.7686 2.5214  -0.684
Cl 0.0340 5.9100 1.2252  0.675
C 0.1413 3.3898 2.2579  -0.662
S -0.0037 2.8837 0.5743  0.503
H 0.5057 2.3428 5.4788  0.107
H 0.5469 4.7917 5.8736  0.115
H 0.3312 6.3435 3.9466  0.110
C 1.4881 -0.1111 -3.7040  -0.035
N 0.7838 -0.4268 -2.4658  -0.021
C 0.8903 -1.5201 -1.7164  -0.757
S 0.3945 -1.5095 -0.0667  0.595
N 1.3586 -2.6791 -2.1889  -0.020
C 1.4895 -3.0879 -3.5829  -0.048
H 1.5266 0.9721 -3.7841  0.100
H 0.9766 -0.5040 -4.5827  0.074
H 2.5130 -0.4773 -3.6706  0.096
H 0.4005 0.3533 -1.9405  0.055
H 1.4501 -3.4018 -1.4932  0.121
H 2.4166 -2.7402 -4.0349  0.088
H 0.6397 -2.7338 -4.1658  0.064
H 1.4873 -4.1750 -3.6076  0.099
C -5.1141 -2.8265 -0.1299  -0.103
C -4.9930 -2.6933 -1.6423  -0.247
C -3.7906 -3.4325 -2.2251  -0.172
C -2.4453 -2.8203 -1.8500  -0.150
N -2.2831 -1.4890 -2.4346  0.001
C -2.3401 -0.3062 -1.7991  -0.590
Se -2.5039 -0.0747 0.0692  0.735
N -2.2013 0.6863 -2.6956  -0.008
C -2.2804 2.1277 -2.4461  -0.145
C -3.5852 2.7166 -2.9731  -0.171
C -4.8268 2.2598 -2.2100  -0.248
C -4.9258 2.8592 -0.8131  -0.101
C -2.0108 0.1264 -3.9491  -0.152
C -1.7512 0.7038 -5.1882  0.004
C -1.5521 -0.1604 -6.2467  -0.062
C -1.6064 -1.5514 -6.0816  -0.062
C -1.8658 -2.1262 -4.8520  -0.013
C -2.0678 -1.2559 -3.7847  -0.150
H -6.0097 -2.3250 0.2352  0.080
H -4.2611 -2.3943 0.3950  0.022
H -5.1837 -3.8768 0.1586  0.082
H -4.9536 -1.6370 -1.9325  0.096
H -5.8952 -3.0909 -2.1104  0.114
H -3.8741 -3.4765 -3.3138  0.106
H -3.7905 -4.4673 -1.8728  0.126
H -1.6128 -3.4287 -2.2104  0.124
H -2.3297 -2.7048 -0.7735  0.073
H -1.4147 2.5784 -2.9351  0.133
H -2.1682 2.2788 -1.3741  0.047
H -3.6826 2.4815 -4.0357  0.106
H -3.4988 3.8039 -2.9025  0.126
H -4.8478 1.1648 -2.1585  0.093
H -5.7081 2.5444 -2.7877  0.112
H -4.1154 2.5259 -0.1644  0.034
H -5.8634 2.5789 -0.3339  0.078
H -4.8924 3.9489 -0.8612  0.081
H -1.7044 1.7750 -5.3207  0.121
H -1.3531 0.2436 -7.2295  0.115
H -1.4484 -2.1884 -6.9411  0.115
H -1.9079 -3.1997 -4.7303  0.120

Output
- Total charge: +1
- HOMO energy (spin up / spin down): -10.36 / -10.36 eV
- LUMO energy (spin up / spin down): -4.0 / -4.0 eV
- Kohn-Sham gap (spin up / spin down): 6.4 / 6.4 eV
- Calculated total energy: -5390.74519 Ha

(4)
Density functional theory data (ωB97M-V/def2-TZVPD) for a structure of composition C31H40GeN5NiO2.

Each line ends with the Löwdin spin population.
Element x y z (Å)
Ni 0.4408 -0.9168 1.1752  1.728
C 3.9857 -1.9622 3.6566  0.002
C 3.1470 -1.2064 2.6615  0.004
O 2.0084 -1.5905 2.3617  0.040
N 3.7304 -0.1203 2.1332  -0.001
C 3.0878 0.7613 1.1643  0.004
C 3.1146 0.1606 -0.2215  0.008
C 4.0562 0.5880 -1.1473  0.001
C 4.1233 -0.0230 -2.3876  0.002
C 3.2655 -1.0786 -2.6433  0.002
C 2.3619 -1.4446 -1.6633  0.004
N 2.2460 -0.8314 -0.4816  0.041
H 3.3629 -2.6369 4.2364  0.000
H 4.4989 -1.2750 4.3277  0.000
H 4.7367 -2.5549 3.1317  0.000
H 4.6942 0.0576 2.3617  0.000
H 3.6127 1.7128 1.1815  0.000
H 2.0630 0.9328 1.4848  0.005
H 4.7308 1.3936 -0.8874  0.000
H 4.8347 0.3138 -3.1296  0.000
H 3.2968 -1.6077 -3.5851  0.000
H 1.7065 -2.2872 -1.8494  0.001
N -0.8042 1.5402 4.3842  0.004
C -0.4534 0.5475 3.5704  0.013
O 0.1746 0.7799 2.5235  0.094
C -0.8078 -0.8716 3.9118  0.034
C -0.9899 -1.6741 2.6343  0.248
H -0.5460 2.4840 4.1402  0.000
H -1.3112 1.3816 5.2369  0.001
H -1.6812 -0.9121 4.5695  0.009
H 0.0461 -1.2724 4.4650  0.000
H -1.9562 -1.4989 2.1578  0.016
H -0.8077 -2.7342 2.8005  0.015
C -5.2804 0.9078 0.0773  0.009
C -4.6793 0.9878 -1.1713  0.002
C -3.2946 0.9843 -1.2815  0.020
C -2.4929 0.9159 -0.1430  0.072
C -3.1092 0.8373 1.1060  0.010
C -4.4920 0.8362 1.2178  -0.001
Ge -0.5135 1.0396 -0.3022  0.327
C -0.1184 0.6536 -2.2181  0.062
C -0.6730 -0.4771 -2.8199  0.015
C -0.3683 -0.8238 -4.1280  -0.001
C 0.5181 -0.0434 -4.8581  0.015
C 1.0735 1.0879 -4.2775  0.000
C 0.7601 1.4312 -2.9680  0.019
C -0.0353 2.9132 0.0976  0.050
C -1.0160 3.7669 0.5999  0.018
C -0.7305 5.1029 0.8443  0.000
C 0.5413 5.6024 0.6024  0.013
C 1.5300 4.7577 0.1182  -0.001
C 1.2434 3.4229 -0.1254  0.012
H -6.3591 0.9102 0.1608  0.001
H -5.2870 1.0725 -2.0633  0.000
H -2.8363 1.0702 -2.2600  0.001
H -2.5022 0.7990 2.0013  0.001
H -4.9555 0.7920 2.1953  0.000
H -1.4041 -1.0642 -2.2636  0.000
H -0.8363 -1.6844 -4.5933  0.000
H 0.7586 -0.3041 -5.8805  0.001
H 1.7422 1.7164 -4.8521  0.000
H 1.1826 2.3329 -2.5431  0.001
H -2.0157 3.3958 0.7883  0.001
H -1.5075 5.7580 1.2174  0.000
H 0.7616 6.6451 0.7881  0.001
H 2.5242 5.1417 -0.0733  0.000
H 2.0275 2.7744 -0.5027  0.000
N -3.1627 -4.4783 -1.8688  0.001
C -1.7768 -3.9347 -1.6555  0.003
C -1.6849 -3.1048 -0.3675  0.005
N -0.3414 -2.6008 -0.1462  0.060
H -3.2045 -5.0574 -2.7089  0.000
H -3.8482 -3.7270 -1.9718  0.000
H -3.4543 -5.0540 -1.0757  0.000
H -1.5238 -3.3170 -2.5170  0.000
H -1.0923 -4.7809 -1.6140  0.000
H -1.9817 -3.7099 0.4917  0.000
H -2.3621 -2.2476 -0.4322  0.000
H -0.0211 -2.0644 -0.9497  0.004
H 0.3297 -3.3369 0.0512  0.001

Output
- Total charge: +2
- HOMO energy (spin up / spin down): -11.87 / -13.13 eV
- LUMO energy (spin up / spin down): -5.5 / -6.2 eV
- Expectation value of S²: 3.760
- Spin multiplicity: 4
- Kohn-Sham gap (spin up / spin down): 6.3 / 7.0 eV
- Calculated total energy: -5214.25501 Ha

Question: Which of these has the lowest calculated total energy?
Answer: C24H33Cl2N4PtS2Se

Question: The lowest calculated total energy belongs to which entry?
Answer: C24H33Cl2N4PtS2Se

Question: Which of these has the highest calculated total energy?
Answer: C2H8N2O2

Question: The highest calculated total energy belongs to which entry?
Answer: C2H8N2O2